Arrangement A

Here is the ion C4H9N4 with charge +1 from the OMol25 dataset. Energies are from wB97M-V/def2-TZVPD.

```
17
C4H9N4 (wB97M-V/def2-TZVPD)
C 1.571 -1.577 0.352
C 0.508 -0.556 0.204
N -0.766 -0.913 0.054
N -1.462 0.128 -0.214
C -2.900 -0.097 -0.207
N -0.911 1.262 -0.346
N 0.642 0.748 -0.134
C 1.700 1.629 -0.155
H 2.307 -1.466 -0.408
H 2.049 -1.580 1.336
H 1.009 -2.494 0.212
H -2.979 -1.231 -0.170
H -3.156 0.328 0.810
H -3.335 0.550 -0.921
H 1.855 1.656 0.929
H 2.527 1.141 -0.701
H 1.341 2.474 -0.641
```

Calculated values
E_HOMO in eV: -15.56
Spin multiplicity: 1
Net charge: +1
Orbital gap in eV: 10.885
LUMO in eV: -4.7

=====

Arrangement B

Here is the ion C4H9N4 with charge +1 from the OMol25 dataset. Energies are from wB97M-V/def2-TZVPD.

```
17
C4H9N4 (wB97M-V/def2-TZVPD)
C -0.409 -0.279 0.369
C 0.519 0.619 -1.705
C -0.155 0.043 2.597
C -0.885 -1.159 -1.816
N 1.403 1.079 1.289
N 0.346 0.383 1.265
N -0.185 -0.172 -1.015
N 1.362 1.116 -2.349
H -1.272 -0.610 0.800
H -1.194 0.340 2.824
H 0.256 -0.895 2.925
H 0.411 0.561 3.370
H -2.077 -0.957 -1.673
H -0.617 -1.274 -2.776
H -0.664 -2.069 -1.455
H 1.344 1.836 -3.051
H 1.818 1.437 0.402
```

Calculated values
E_HOMO (alpha / beta) in eV: -12.44 / -12.44
Spin multiplicity: 1
Net charge: +1
Orbital gap (alpha / beta) in eV: 8.303 / 8.303
LUMO (alpha / beta) in eV: -4.1 / -4.1

=====

Arrangement C

Here is a cluster of 2 separate species, C4H9N4 in total from the OMol25 dataset. Energies are from wB97M-V/def2-TZVPD.

```
17
C4H9N4 (wB97M-V/def2-TZVPD)
C -2.556 0.559 0.541
C 0.467 -0.752 0.600
C -2.199 -0.929 -1.533
C -2.033 -0.719 0.065
N -2.955 1.478 1.068
N -0.681 -0.754 0.456
N 1.641 -0.570 0.879
N 3.085 1.644 0.394
H -3.060 -1.502 -1.596
H -1.411 -1.442 -2.199
H -2.308 0.033 -2.084
H -2.385 -1.510 0.772
H 2.771 2.158 -0.359
H 2.456 -1.308 0.967
H 2.120 0.353 0.548
H 3.922 1.189 0.194
H 3.124 2.073 1.286
```

Calculated values
E_HOMO in eV: -15.09
Spin multiplicity: 1
Net charge: +1
Orbital gap in eV: 11.676
LUMO in eV: -3.4

=====

Most stable structure: arrangement C

=====

Arrangement A

Here is a cluster of 2 separate species, CH5PS in total from the OMol25 dataset. Energies are from wB97M-V/def2-TZVPD.

```
8
CH5PS (wB97M-V/def2-TZVPD)
C 0.977 -0.431 -0.581
P -0.433 0.868 -0.111
S -1.985 -0.437 0.211
H 0.860 -1.501 -0.387
H 1.860 0.021 -0.093
H 1.145 -0.383 -1.702
H 0.016 1.123 2.004
H -2.439 0.741 0.660
```

Calculated values
E_HOMO in eV: -8.42
Spin multiplicity: 1
Net charge: 0
Orbital gap in eV: 8.201
LUMO in eV: -0.2

=====

Arrangement B

Here is a cluster of 2 separate species, CH5PS in total from the OMol25 dataset. Energies are from wB97M-V/def2-TZVPD.

```
8
CH5PS (wB97M-V/def2-TZVPD)
C 1.896 0.210 0.159
P -1.556 -0.679 0.062
S -0.919 1.174 0.428
H 1.258 -0.628 -0.239
H 1.712 0.380 1.234
H 2.224 0.967 -0.517
H -2.985 -0.760 0.242
H -1.630 -0.664 -1.368
```

Calculated values
E_HOMO (alpha / beta) in eV: -8.45 / -8.97
Spin multiplicity: 1
Net charge: 0
Orbital gap (alpha / beta) in eV: 6.387 / 8.981
LUMO (alpha / beta) in eV: -2.1 / 0.0

=====

Most stable structure: arrangement A

=====

Arrangement A

Here is a cluster of 12 separate species, C4H29NO11 in total from the OMol25 dataset. Energies are from wB97M-V/def2-TZVPD.

```
45
C4H29NO11 (wB97M-V/def2-TZVPD)
C -3.438 -2.093 0.647
N -2.278 -1.577 0.517
C -2.057 -0.636 -0.561
C -2.879 -0.513 -1.593
C -0.965 0.336 -0.272
H -3.491 -2.842 1.443
H -4.233 -2.015 -0.089
H -3.699 -1.118 -1.882
H -2.730 0.301 -2.306
H -0.602 0.395 0.736
H -1.137 1.390 -0.584
H -0.172 0.186 -0.981
O 1.137 -3.626 0.237
H 0.362 -3.715 0.816
H 0.704 -3.271 -0.558
O 1.821 -1.995 -2.170
H 2.544 -2.527 -2.518
H 1.567 -1.353 -2.872
O 1.987 1.416 1.201
H 1.826 0.489 0.965
H 1.754 1.467 2.143
O 3.217 2.494 -1.106
H 3.514 1.622 -1.381
H 3.328 2.552 -0.150
O 2.469 -1.373 0.430
H 2.384 -2.323 0.653
H 2.213 -1.313 -0.510
O 0.533 2.229 -1.679
H 1.481 2.472 -1.641
H 0.067 3.012 -1.990
O 1.205 0.776 3.829
H 0.555 0.067 3.556
H 2.033 0.340 3.588
O -0.149 3.477 0.798
H 0.554 3.802 0.222
H 0.315 2.703 1.130
O -3.764 1.160 0.201
H -3.721 2.080 -0.087
H -3.091 1.138 0.895
O 0.543 0.034 -3.312
H 0.560 0.704 -2.599
H -0.375 -0.032 -3.599
O -0.224 -1.167 2.810
H -0.923 -1.091 2.140
H 0.466 -1.650 2.333
```

Calculated values
E_HOMO in eV: -8.98
Spin multiplicity: 1
Net charge: 0
Orbital gap in eV: 9.152
LUMO in eV: 0.2

=====

Arrangement B

Here is a cluster of 11 separate species, C4H29NO11 in total from the OMol25 dataset. Energies are from wB97M-V/def2-TZVPD.

```
45
C4H29NO11 (wB97M-V/def2-TZVPD)
C -2.795 0.695 2.429
N -2.836 -0.590 1.736
C -1.744 -0.798 0.792
C -1.938 -2.148 0.119
C -0.742 -2.525 -0.716
O -0.466 -1.764 -1.621
H -3.309 0.585 3.382
H -3.479 1.435 1.980
H -1.857 1.225 2.390
H -3.752 -0.787 1.359
H -0.871 -0.879 1.437
H -1.650 -0.007 0.062
H -2.299 -2.881 0.840
H -2.737 -2.099 -0.630
H -0.193 -3.475 -0.696
O 0.227 2.416 -3.459
H 0.831 3.009 -3.020
H -0.672 2.498 -3.119
O 3.871 -3.287 1.227
H 3.631 -3.882 0.509
H 3.156 -3.396 1.861
O 1.589 0.013 -3.075
H 1.719 0.934 -3.329
H 0.656 -0.122 -3.261
O 1.984 0.520 -0.474
H 2.712 0.194 0.082
H 2.065 0.046 -1.326
O 4.601 -0.453 0.963
H 4.498 -1.403 0.807
H 5.080 -0.091 0.213
O 0.357 1.959 0.970
H 1.051 2.484 1.381
H 0.727 1.410 0.242
O 0.996 1.368 3.560
H 0.617 1.194 2.675
H 1.542 0.595 3.702
O -3.022 1.851 -0.357
H -3.338 2.494 0.285
H -2.114 1.626 -0.132
O 2.231 -2.363 -0.713
H 2.108 -1.679 -0.051
H 1.521 -2.349 -1.361
O -2.343 3.022 -2.746
H -3.024 2.450 -3.123
H -2.587 2.956 -1.796
```

Calculated values
E_HOMO in eV: -8.89
Spin multiplicity: 1
Net charge: 0
Orbital gap in eV: 9.076
LUMO in eV: 0.2

=====

Most stable structure: arrangement B